77
Properties=species:S:1:pos:R:3:forces:R:3:lowdin_charge:R:1 method="wB97M-V/def2-TZVPD" homo_energy_ev=-4.34 total_charge=-1 lumo_ev=2.382 energy_ha=-4519.73729 relative_energy_kcal_mol=96.07 multiplicity=1
Sr 0.39761 -0.93641 1.61802 -2.560 3.262 -6.183 1.476
O -0.49549 0.71056 2.92662 -0.547 0.164 1.658 -0.344
C -0.08553 0.08088 4.15335 -0.144 -0.101 0.201 -0.239
C 0.19226 -1.46780 4.12492 0.551 0.223 0.289 -0.165
N 1.34272 -1.85759 3.26687 1.686 -1.668 3.283 -0.421
C 1.38830 -3.27276 2.81848 -0.466 0.107 0.587 -0.070
C 0.00326 -3.70642 2.15735 0.046 -0.587 0.042 -0.686
O -0.51630 -4.73524 2.58435 0.328 0.203 -0.011 0.010
O -0.43061 -2.94076 1.23275 -0.120 -1.732 0.159 -0.256
C 2.54604 -1.00850 3.14941 0.225 -0.685 0.027 -0.104
C 3.23755 -1.29891 1.75715 0.609 0.155 0.422 -0.701
O 4.44432 -1.55283 1.76316 -0.251 0.149 0.018 0.006
O 2.46235 -1.18173 0.76223 1.560 -0.434 -0.403 -0.204
H -1.38495 0.25720 2.67222 0.013 0.911 0.119 -0.104
H 0.82457 0.57415 4.49960 -0.075 0.126 -0.105 0.110
H -0.84847 0.26982 4.91318 -0.018 -0.248 0.006 0.125
H 0.34614 -1.75854 5.17076 0.013 0.009 -0.016 0.131
H -0.69599 -2.02530 3.77570 0.198 0.206 0.042 0.106
H 2.17950 -3.38951 2.07616 -0.055 0.102 -0.009 0.121
H 1.60685 -3.94600 3.65038 -0.091 -0.046 0.008 0.120
H 2.28079 0.06776 3.12025 -0.075 -0.396 0.109 0.104
H 3.26937 -1.15229 3.95466 -0.001 -0.018 0.010 0.125
C 4.02474 1.92111 1.30240 0.002 -0.003 -0.061 0.008
C 2.88489 1.59988 0.36197 -0.608 0.005 -0.112 -0.504
O 1.71646 1.60435 0.75392 0.822 -0.159 -0.659 -0.005
N 3.29171 1.37685 -0.93544 -0.221 -0.277 0.362 0.081
C 2.45575 0.77940 -1.98097 0.006 0.193 0.182 -0.096
C 2.76046 -0.67606 -2.26932 0.026 0.004 0.234 -0.270
C 4.06482 -1.11446 -2.46057 0.029 -0.026 0.073 -0.030
C 4.30028 -2.46949 -2.60011 0.009 -0.054 -0.016 -0.067
C 3.22419 -3.34230 -2.57442 -0.023 0.012 -0.020 -0.064
C 1.95291 -2.80618 -2.43802 0.077 -0.017 0.006 -0.123
N 1.72203 -1.50597 -2.29588 -0.038 0.116 0.171 0.127
H 3.61232 2.26383 2.24805 0.010 -0.005 -0.019 0.086
H 4.66746 2.69677 0.88175 -0.013 -0.015 0.016 0.082
H 4.62531 1.02474 1.46727 0.001 -0.054 0.021 0.079
H 4.27478 1.16896 -1.00976 0.044 0.110 0.004 0.119
H 2.56818 1.36423 -2.89899 -0.023 0.037 0.046 0.125
H 1.42500 0.85873 -1.65788 -0.184 -0.016 0.001 0.091
H 4.89286 -0.41491 -2.46083 -0.012 -0.002 -0.004 0.107
H 5.31146 -2.84164 -2.70895 -0.013 0.002 -0.005 0.104
H 3.36111 -4.41261 -2.65100 0.004 0.016 0.000 0.099
H 1.07945 -3.45009 -2.41257 0.013 0.005 -0.018 0.112
S -2.97949 -0.80773 2.28173 0.034 -0.067 0.046 0.614
C -3.82516 -0.81436 0.74951 -0.093 -0.041 -0.030 -0.713
C -5.14769 -1.29519 0.73702 0.074 0.008 -0.023 -0.141
C -5.89338 -1.33622 -0.42389 -0.021 0.013 -0.030 -0.112
C -5.35133 -0.88698 -1.62358 0.026 -0.013 0.019 -0.113
C -4.05441 -0.39903 -1.63385 -0.108 0.020 -0.053 -0.109
C -3.29092 -0.35420 -0.47037 -0.060 -0.190 0.169 -0.402
As -1.45903 0.29026 -0.45946 -0.807 0.793 -0.645 1.324
C -1.34210 0.73371 -2.36873 0.000 -0.033 -0.090 -0.401
C -1.06281 -0.31487 -3.24173 0.041 0.082 -0.143 -0.143
C -0.99227 -0.10451 -4.61228 -0.014 0.002 0.034 -0.090
C -1.20083 1.16591 -5.13261 0.018 -0.025 -0.012 -0.107
C -1.50305 2.21269 -4.27499 0.005 0.004 0.028 -0.093
C -1.57926 1.99591 -2.90368 -0.030 0.054 -0.051 -0.100
C -1.80572 2.11468 0.18934 0.006 -0.004 0.120 -0.369
C -2.95173 2.43164 0.91117 -0.025 0.038 -0.058 -0.096
C -3.12934 3.70953 1.42741 -0.011 -0.032 -0.004 -0.086
C -2.17172 4.68953 1.21891 0.028 0.028 0.000 -0.106
C -1.03419 4.38808 0.48207 -0.031 -0.029 -0.022 -0.090
C -0.85225 3.10738 -0.02042 0.067 0.046 0.124 -0.144
H -5.56959 -1.64287 1.67165 0.013 -0.007 -0.009 0.086
H -6.90696 -1.72084 -0.39446 0.013 -0.001 -0.001 0.093
H -5.92582 -0.91905 -2.54129 -0.009 0.008 0.017 0.089
H -3.63980 -0.04413 -2.56990 -0.009 -0.018 0.060 0.087
H -0.89993 -1.30680 -2.85099 0.069 -0.114 0.080 0.091
H -0.77289 -0.93494 -5.27279 0.010 0.007 0.010 0.099
H -1.13243 1.33697 -6.20050 -0.022 -0.009 0.009 0.093
H -1.69220 3.20387 -4.67032 0.011 -0.006 0.000 0.096
H -1.84311 2.82205 -2.25591 0.020 -0.041 -0.029 0.091
H -3.71173 1.68176 1.08076 0.023 -0.016 0.028 0.078
H -4.02107 3.93082 2.00175 0.005 0.007 -0.010 0.098
H -2.30648 5.68179 1.63313 -0.009 0.003 -0.023 0.092
H -0.28256 5.14712 0.30042 0.008 -0.006 0.025 0.097
H 0.05081 2.88309 -0.57135 0.043 -0.038 0.011 0.089


77
Properties=species:S:1:pos:R:3:forces:R:3:lowdin_charge:R:1 method="wB97M-V/def2-TZVPD" homo_energy_ev=-3.79 total_charge=-1 lumo_ev=2.154 energy_ha=-4519.60662 relative_energy_kcal_mol=178.06 multiplicity=1
Sr 0.42017 -0.90022 -0.21619 6.761 6.564 -7.244 1.421
O 0.26334 0.64487 3.44346 -0.703 0.055 0.691 -0.060
C -0.55314 -0.49041 3.66082 0.219 0.143 -0.539 -0.223
C -1.54620 -0.74864 2.53062 0.477 -0.545 -0.326 -0.113
N -0.97042 -1.21541 1.22807 -4.497 -1.319 4.944 -0.386
C -0.09925 -2.40296 1.34926 -0.315 -1.561 1.987 -0.207
C 1.32281 -2.02329 1.81297 1.755 0.228 1.065 -0.697
O 2.00124 -2.81559 2.44516 -0.604 -0.611 0.177 0.057
O 1.72087 -0.86268 1.42878 1.766 -0.082 3.449 -0.276
C -2.02800 -1.60808 0.26763 -0.930 -0.104 0.141 -0.112
C -1.43344 -2.14156 -1.07350 -1.824 -0.882 -1.720 -0.779
O -1.52322 -3.34400 -1.34678 -0.241 0.209 0.617 0.025
O -0.89136 -1.25064 -1.78086 -3.256 -0.566 -2.918 -0.299
H 0.94472 0.37805 2.82991 0.613 -0.285 -0.680 0.032
H -1.13817 -0.31748 4.56297 -0.061 0.143 0.057 0.119
H 0.04801 -1.38239 3.85025 0.088 -0.060 0.017 0.119
H -2.10256 0.16202 2.34266 -0.063 0.154 -0.223 0.103
H -2.23622 -1.49009 2.92230 -0.427 -0.384 -0.025 0.122
H -0.01807 -2.87102 0.35336 -0.316 -0.899 0.915 0.102
H -0.51430 -3.16242 1.98759 -0.138 -0.309 0.348 0.152
H -2.67871 -0.76470 0.03741 0.228 0.188 0.030 0.108
H -2.63907 -2.38855 0.69152 -0.191 -0.542 0.268 0.124
C -3.90442 2.09610 1.51602 -0.012 0.079 0.043 -0.010
C -2.87041 2.21642 0.41476 0.109 -0.147 -0.367 -0.532
O -2.82177 1.44262 -0.53106 0.025 0.332 0.392 0.052
N -2.01799 3.26548 0.55867 -0.052 -0.071 -0.191 0.080
C -0.86030 3.50710 -0.30686 -0.221 0.260 0.577 -0.119
C 0.28561 3.85177 0.60554 0.049 -0.245 -0.025 -0.299
C 0.49350 5.15621 1.02317 0.065 0.207 0.064 -0.031
C 1.40461 5.39201 2.04107 -0.042 0.064 0.049 -0.066
C 2.04362 4.31136 2.62586 0.098 0.083 0.023 -0.053
C 1.79671 3.04596 2.11574 -0.113 -0.172 -0.217 -0.134
N 0.96260 2.81425 1.09737 -0.087 0.055 0.625 0.144
H -4.48702 1.19394 1.35629 -0.001 -0.017 -0.015 0.083
H -4.57222 2.96183 1.50038 0.044 -0.067 0.008 0.082
H -3.42402 2.05227 2.49692 -0.041 0.037 -0.050 0.076
H -2.07232 3.80210 1.40704 0.009 0.009 0.050 0.135
H -1.07219 4.31125 -1.00777 -0.007 0.091 -0.128 0.121
H -0.64728 2.60254 -0.84415 0.028 -0.440 -0.290 0.095
H -0.05931 5.96929 0.56462 0.050 -0.051 0.006 0.114
H 1.58801 6.40228 2.39181 0.001 -0.071 -0.029 0.104
H 2.72836 4.44116 3.45698 -0.058 -0.025 -0.098 0.104
H 2.28392 2.17476 2.54779 -0.021 0.115 -0.128 0.109
S 1.97790 -1.73500 -2.44644 0.405 -0.775 -0.607 0.572
C 2.58170 -0.68061 -3.67569 0.141 -0.015 0.229 -0.725
C 2.89599 -1.11514 -4.96796 0.044 -0.036 -0.168 -0.128
C 3.46921 -0.24086 -5.87826 0.005 -0.083 0.007 -0.118
C 3.72026 1.07988 -5.52533 0.071 0.068 -0.146 -0.123
C 3.37961 1.52856 -4.25489 0.116 0.282 -0.069 -0.110
C 2.82543 0.66322 -3.33292 -0.370 -0.444 0.043 -0.391
As 2.20172 1.03801 -1.51381 2.162 0.900 -0.679 1.256
C 3.83085 0.50678 -0.48370 -0.171 -0.059 0.172 -0.352
C 4.22743 1.30599 0.58640 -0.094 -0.233 0.028 -0.162
C 5.25665 0.93094 1.43644 0.064 -0.003 0.079 -0.092
C 5.91002 -0.27709 1.23866 0.029 0.000 -0.001 -0.101
C 5.54781 -1.07021 0.16020 0.050 0.021 0.006 -0.079
C 4.53013 -0.67688 -0.70045 0.053 0.162 0.037 -0.113
C 2.73818 2.94027 -1.66031 -0.336 0.226 -0.332 -0.393
C 4.01491 3.46714 -1.49936 -0.037 0.196 -0.077 -0.109
C 4.27848 4.80137 -1.78982 0.018 0.093 0.015 -0.087
C 3.27388 5.63095 -2.27453 0.097 0.025 0.024 -0.107
C 2.01347 5.10107 -2.50915 -0.047 0.129 -0.043 -0.099
C 1.76295 3.77028 -2.21212 0.126 0.034 0.063 -0.155
H 2.69196 -2.14879 -5.23452 0.057 0.140 0.033 0.093
H 3.73775 -0.59525 -6.87014 -0.063 0.029 0.068 0.091
H 4.17960 1.76125 -6.23488 -0.056 -0.047 0.048 0.086
H 3.56210 2.56535 -3.99857 0.011 -0.011 0.000 0.089
H 3.72376 2.23938 0.75553 -0.088 0.206 0.105 0.063
H 5.54196 1.57896 2.26151 -0.056 -0.061 -0.069 0.096
H 6.69323 -0.59719 1.91890 -0.057 0.030 -0.057 0.094
H 6.04627 -2.01911 -0.00730 -0.010 0.066 -0.019 0.100
H 4.25740 -1.30874 -1.52580 -0.079 -0.165 -0.129 0.038
H 4.82263 2.82818 -1.18295 0.110 -0.020 0.085 0.097
H 5.28284 5.19266 -1.64982 -0.099 -0.046 -0.014 0.098
H 3.48016 6.67455 -2.49184 -0.004 -0.089 0.002 0.093
H 1.23195 5.72549 -2.93450 0.057 -0.080 0.031 0.099
H 0.80066 3.34468 -2.45706 -0.214 -0.002 0.007 0.091


75
Properties=species:S:1:pos:R:3:forces:R:3:mulliken_spin:R:1 method="wB97M-V/def2-TZVPD" homo_energy_ev="-16.42 / -16.40" total_charge=+3 s2=6.057 lumo_ev="-9.331 / -12.144" energy_ha=-1816.60738 relative_energy_kcal_mol=6.25 multiplicity=5
Ru -0.00842 -0.32792 -0.45498 0.094 1.266 0.049 2.369
C 4.97693 0.87158 1.12524 -0.024 0.011 0.005 -0.011
C 3.92385 0.16806 0.34701 0.095 0.042 0.054 0.103
C 4.07913 -0.81927 -0.63571 0.182 -0.016 -0.034 0.029
C 2.81661 -1.15350 -1.06711 -0.051 0.088 0.077 0.056
N 1.92204 -0.38654 -0.36000 -0.288 -0.172 -0.106 0.036
N 2.61153 0.41254 0.49657 0.113 -0.027 0.025 0.021
B 1.84707 1.39217 1.42325 0.053 -0.014 -0.117 -0.117
N 0.90266 0.48389 2.32046 0.271 0.059 -0.114 0.241
N 0.09295 -0.39585 1.73944 -0.224 -0.458 0.503 0.154
C -0.48126 -1.12106 2.75206 0.162 0.254 0.052 0.079
C 0.00568 -0.62602 3.99306 -0.199 -0.113 -0.023 0.159
C 0.88663 0.37559 3.68318 0.126 0.210 -0.015 -0.047
C 1.70626 1.23660 4.58436 0.041 -0.026 -0.093 0.006
C -1.36289 -2.20828 2.56390 -0.233 -0.259 -0.011 0.169
C -2.16070 -2.63953 3.67724 0.202 0.103 -0.159 0.086
C -3.03279 -3.67920 3.53905 -0.111 -0.201 -0.157 0.003
C -3.13732 -4.33583 2.29942 0.086 0.076 -0.033 0.209
C -2.34356 -3.94392 1.19121 -0.238 -0.204 0.174 0.052
C -1.47066 -2.90988 1.32192 0.017 0.154 0.355 0.061
N 0.97122 2.29493 0.55583 -0.003 0.120 -0.058 0.019
N 0.16786 1.73364 -0.39242 -0.111 -0.827 0.023 0.154
C -0.39563 2.72185 -1.11958 -0.027 0.096 -0.062 0.037
C 0.02310 3.93526 -0.59004 -0.021 0.203 -0.106 0.016
C 0.89537 3.63895 0.44827 0.028 0.002 0.181 0.056
C 1.65249 4.57115 1.33151 0.020 -0.053 -0.063 -0.005
C -1.25425 2.42320 -2.26493 0.061 -0.031 0.055 -0.005
C -1.03641 1.28348 -3.03922 0.165 -0.033 -0.110 0.044
C -1.85966 0.98509 -4.11150 0.042 -0.050 0.013 0.015
C -2.90508 1.83886 -4.42915 -0.056 0.005 -0.051 0.010
C -3.11127 2.99368 -3.68553 -0.035 0.057 0.026 0.004
C -2.28606 3.28872 -2.61129 -0.222 0.146 0.074 0.005
C 2.35067 -2.10583 -2.06966 -0.042 0.100 0.110 -0.022
C 3.24720 -2.87652 -2.79724 0.184 -0.128 -0.112 0.010
C 2.78827 -3.77987 -3.74830 0.038 0.030 0.023 -0.002
C 1.42914 -3.92676 -3.98159 0.071 -0.071 -0.058 0.012
C 0.51329 -3.16553 -3.26550 -0.117 0.004 -0.015 0.014
C 0.99371 -2.27421 -2.33175 0.139 -0.023 0.069 0.006
H 5.95927 0.52205 0.81950 -0.003 -0.001 0.001 -0.001
H 4.86446 0.69132 2.19637 -0.011 -0.022 -0.047 0.009
H 4.92775 1.95068 0.96535 -0.009 -0.051 -0.023 0.009
H 5.01867 -1.22295 -0.98017 -0.069 0.050 0.051 0.001
H 2.59533 2.01537 2.10303 -0.082 -0.078 -0.024 -0.001
H -0.22055 -0.99263 4.98340 0.017 0.052 -0.114 0.003
H 1.41014 1.07361 5.61791 -0.013 -0.006 -0.019 -0.001
H 1.57913 2.29345 4.34846 -0.027 -0.042 0.019 -0.002
H 2.76854 1.00109 4.49557 -0.045 -0.011 -0.008 -0.003
H -2.08723 -2.11998 4.62382 0.012 -0.011 -0.062 -0.004
H -3.63481 -4.00276 4.37807 -0.014 -0.006 -0.053 0.003
H -3.82110 -5.16995 2.19298 0.018 0.027 -0.001 0.003
H -2.41718 -4.48966 0.25942 -0.004 -0.019 0.057 0.003
H -0.79693 -2.68318 0.51060 0.079 0.108 -0.148 -0.026
H -0.22466 4.92241 -0.94644 0.015 -0.054 -0.003 0.001
H 1.33547 5.59324 1.14270 -0.008 0.003 0.003 0.000
H 2.72548 4.51107 1.13873 -0.035 -0.019 -0.017 0.004
H 1.48985 4.34711 2.38602 -0.021 0.000 -0.023 0.003
H -0.14369 0.68410 -2.87632 0.056 -0.078 0.004 -0.027
H -1.66970 0.11476 -4.72601 0.034 0.007 0.027 0.001
H -3.53893 1.61859 -5.27775 -0.014 0.024 0.009 0.001
H -3.91343 3.66944 -3.95101 0.020 0.010 0.010 0.000
H -2.45206 4.18978 -2.03077 -0.013 -0.040 -0.041 0.000
H 4.31158 -2.77318 -2.62391 -0.049 -0.028 -0.039 0.000
H 3.49853 -4.37037 -4.31182 -0.010 0.015 0.026 0.000
H 1.07358 -4.63171 -4.72136 0.034 0.011 0.000 0.001
H -0.54817 -3.27179 -3.45026 0.037 0.039 0.037 0.001
H 0.23099 -1.68011 -1.80217 -0.437 -0.034 -0.093 -0.001
C -4.41793 0.01844 -0.66242 -0.061 -0.014 0.032 -0.001
C -3.03388 0.28974 -0.17699 -0.073 0.184 -0.156 0.000
N -2.86362 1.20999 0.75808 0.056 -0.144 -0.006 0.017
O -2.06740 -0.34692 -0.68498 0.348 -0.246 0.292 -0.013
H -4.85707 0.93791 -1.05511 0.027 -0.017 -0.002 0.000
H -5.04731 -0.32071 0.16311 0.013 0.009 -0.020 0.000
H -4.40113 -0.73466 -1.44333 0.027 0.003 0.003 -0.001
H -3.65028 1.72141 1.12775 -0.021 0.011 -0.025 0.000
H -1.93941 1.46129 1.07245 0.034 0.047 -0.015 -0.006